(1)
Formula: C27H29AsCl2F6I2N2O2P2V
Source: OMol25
Level of theory: the ωB97M-V functional and the def2-TZVPD basis

```
74
Properties=species:S:1:pos:R:3:forces:R:3
V -0.070879 0.450220 1.034115 0.0092 0.2113 0.1616
C 3.263490 1.903082 2.044319 -0.0268 -0.0194 0.0644
P 2.426569 1.093791 0.638512 -0.1279 -0.2089 -0.4435
C 2.884393 2.253900 -0.707941 0.0224 0.0486 0.0644
C 3.490070 -0.372563 0.273120 0.1125 0.0491 0.0220
C 4.845637 -0.282010 0.579902 -0.0193 0.0025 -0.0037
C 5.714797 -1.341300 0.357630 0.0176 0.0054 0.0026
C 5.230204 -2.507984 -0.203371 -0.0581 0.0037 -0.0101
C 3.882690 -2.607153 -0.529629 0.0352 0.0198 0.0448
C 2.991657 -1.568648 -0.280422 -0.0234 -0.0492 -0.0643
P 1.175552 -1.715705 -0.704283 0.9533 -0.3554 0.1393
C 1.415309 -0.697756 -2.218880 -0.1018 0.0296 0.0594
C 0.968148 -3.426560 -1.217654 -0.1003 0.0637 -0.0878
H 3.446629 1.179980 2.837104 -0.0042 0.0079 -0.0014
H 2.592713 2.670127 2.433029 0.0142 0.0093 0.0085
H 4.201533 2.369943 1.745242 0.0014 -0.0014 0.0091
H 3.962259 2.245943 -0.874280 0.0030 0.0035 0.0145
H 2.580743 3.260821 -0.414505 -0.0069 -0.0012 -0.0179
H 2.377988 2.005869 -1.637619 0.0038 -0.0157 -0.0158
H 5.244870 0.627069 1.012829 -0.0055 -0.0084 -0.0103
H 6.760642 -1.246194 0.619869 -0.0067 -0.0060 -0.0069
H 5.891414 -3.345004 -0.388863 0.0050 0.0108 0.0033
H 3.529450 -3.528966 -0.972869 -0.0175 -0.0041 -0.0002
H 2.465199 -0.745911 -2.501376 0.0230 -0.0150 -0.0057
H 1.132421 0.336812 -2.046111 0.0240 0.0088 -0.0088
H 0.780762 -1.097053 -3.008645 0.0234 0.0038 0.0177
H 1.411626 -3.600368 -2.197500 0.0134 -0.0079 0.0159
H -0.101774 -3.621341 -1.273312 0.0070 0.0084 -0.0039
H 1.423044 -4.080453 -0.474624 -0.0042 -0.0185 0.0060
I -2.185418 -2.897427 -3.487583 -0.0333 0.1093 -0.0215
C -2.137188 -0.836556 -3.156592 0.1125 -0.1797 0.1133
C -2.809871 0.013087 -4.039522 -0.0567 0.0473 -0.0803
C -2.765705 1.368796 -3.874289 -0.0637 0.0133 -0.0842
I -3.782168 2.570577 -5.253762 0.0281 -0.0362 0.0407
C -2.035400 1.927986 -2.798145 0.1029 -0.1374 0.1272
C -1.907367 3.312568 -2.567402 -0.0164 0.0768 -0.0117
C -1.161497 3.771938 -1.521445 -0.0113 0.0574 -0.0586
C -0.550209 2.839567 -0.679251 0.0015 -0.0745 0.0449
N -0.656597 1.538809 -0.843990 0.0158 -0.0560 0.2186
C -1.374906 1.053360 -1.891226 -0.1252 0.2556 -0.2367
C -1.411295 -0.378735 -2.059309 -0.0757 -0.2568 -0.0311
O -0.809622 -1.159136 -1.231151 -0.4089 0.2212 0.0033
H -3.361330 -0.416957 -4.864492 0.0002 0.0089 0.0024
H -2.405951 4.004170 -3.233290 0.0044 0.0032 0.0090
H -1.049881 4.829226 -1.328389 0.0002 -0.0032 0.0059
H 0.029321 3.172734 0.175581 -0.0272 0.0209 0.0219
F -1.871626 -0.239086 2.940385 0.0394 0.0194 -0.0706
As -2.852671 1.123714 2.451218 -0.1154 0.0873 0.0949
F -2.803955 1.741934 4.047578 0.0556 0.0258 0.0495
F -4.283539 0.236714 2.706313 -0.0423 -0.0148 -0.0229
F -3.690018 2.496048 1.875788 0.0115 0.0880 -0.0716
F -2.646143 0.521813 0.827525 0.0046 -0.1052 -0.1474
F -1.276435 1.996397 2.112047 0.0441 -0.1360 -0.0371
C 1.581772 0.704717 5.304579 -0.0018 0.0058 -0.0245
C 0.388199 0.633412 4.376543 0.1152 0.0984 0.0003
O 0.822830 0.353474 3.024779 -0.0960 -0.2455 0.3086
H 1.245560 0.916191 6.320212 0.0054 -0.0040 0.0019
H 2.271178 1.493464 4.999843 -0.0127 -0.0069 0.0183
H 2.122686 -0.244555 5.319162 -0.0023 0.0123 0.0105
H -0.138708 1.582160 4.328663 -0.0316 0.0022 -0.0285
H -0.319708 -0.126806 4.697226 -0.0353 -0.0598 -0.0255
H 1.312356 -0.483327 3.037686 0.1008 0.0162 -0.0017
Cl 2.729423 -2.246468 2.863166 0.1256 -0.0113 -0.0137
C 1.197092 -3.058252 2.655596 -0.1723 0.1141 -0.2507
C 0.934299 -4.095683 3.531472 0.0480 0.0093 0.0191
C -0.289934 -4.732061 3.477177 -0.0040 -0.0668 0.0693
C -1.239135 -4.293394 2.576925 -0.0752 -0.0168 -0.0359
C -0.965241 -3.246647 1.709861 0.2441 0.1522 0.0141
Cl -2.255767 -2.713860 0.709527 -0.1155 -0.0409 -0.0797
C 0.291733 -2.597059 1.669315 0.0248 -0.1688 0.2265
N 0.614967 -1.524808 0.823300 -0.3411 0.3888 0.0038
H 1.686557 -4.383766 4.252299 0.0035 0.0028 -0.0079
H -0.513000 -5.545462 4.154307 0.0012 0.0040 -0.0094
H -2.222290 -4.742144 2.544427 0.0087 0.0047 -0.0054
```
Positions in Å, forces in eV/Å.

Properties
Gap between HOMO and LUMO (spin up / spin down) ... 7.350 / 7.296 eV
Expectation value of S² ... 3.76
Strongest force on any atom ... 1.03 eV/A
Multiplicity ... 4
Electronic energy ... -7283.93011 Ha

---

(2)
Formula: C27H29AuN3OTe
Source: OMol25
Level of theory: the ωB97M-V functional and the def2-TZVPD basis

```
62
Properties=species:S:1:pos:R:3:forces:R:3
Au -0.415143 1.964860 -2.300601 -0.0905 0.1840 0.1085
C -1.379270 -6.194068 2.538616 -0.0058 0.0108 -0.0152
C -1.389710 -4.807921 1.949782 -0.0091 -0.0153 0.0084
C -2.137461 -4.509951 0.818200 -0.0015 0.0125 -0.0308
C -2.153360 -3.234041 0.260193 -0.0145 -0.0914 0.0396
C -3.010634 -3.004696 -0.962809 0.0340 0.0385 0.0335
C -1.379439 -2.223932 0.852195 -0.0408 0.0899 0.0528
Te -1.357608 -0.265195 -0.099817 -0.0416 -0.1827 -0.2567
N -1.122952 2.028644 -0.384635 0.0578 0.1480 -0.3178
C -0.910945 3.198555 0.221529 -0.1726 -0.4471 0.4254
O -0.496799 4.187161 -0.397568 0.1579 0.3349 -0.3625
C -1.174412 3.358882 1.707252 0.0121 -0.1099 -0.0335
C -1.597708 2.329701 2.543426 -0.0567 0.0027 -0.0168
C -1.780158 2.547272 3.902767 0.0120 0.0315 -0.0312
C -1.546778 3.803886 4.443174 0.0086 0.0020 -0.0285
C -1.134550 4.839869 3.615155 -0.0017 -0.0266 -0.0275
C -0.947544 4.616141 2.258918 0.0189 0.0301 0.0661
C 0.759850 -0.312589 -0.201941 0.0111 0.0678 0.0152
C 1.469365 0.622623 0.545537 0.0854 -0.0263 -0.0773
C 2.854401 0.649386 0.512570 -0.0492 -0.0200 -0.0153
C 3.534979 -0.264840 -0.278980 -0.0311 -0.0259 0.0011
C 2.824816 -1.189316 -1.028414 0.0123 0.0094 -0.0139
C 1.430048 -1.234706 -1.010063 0.0230 0.0307 0.0112
C 0.716029 -2.246850 -1.864131 -0.0292 0.0230 0.0258
C -0.658740 -2.490942 2.020116 0.0856 -0.0378 0.0464
C 0.139988 -1.448121 2.762633 -0.0472 0.0274 0.0096
C -0.664711 -3.783407 2.538635 0.0002 0.0131 0.0442
H -1.993261 -6.877901 1.953473 -0.0010 0.0108 -0.0082
H -1.762694 -6.189774 3.560423 -0.0022 0.0153 -0.0006
H -0.366152 -6.598177 2.574654 0.0057 0.0116 -0.0069
H -2.728044 -5.292870 0.353266 -0.0002 0.0038 0.0029
H -3.526330 -3.923540 -1.239543 0.0068 -0.0019 0.0049
H -2.419820 -2.677136 -1.819520 0.0380 0.0090 -0.0104
H -3.769377 -2.238718 -0.791404 0.0147 0.0125 0.0256
H -1.801576 1.352126 2.129240 0.0023 0.0236 0.0324
H -2.109831 1.735182 4.539023 0.0028 -0.0041 -0.0121
H -1.687848 3.975826 5.502988 -0.0042 0.0001 -0.0061
H -0.956472 5.825037 4.028007 0.0027 -0.0049 -0.0024
H -0.620149 5.406550 1.598445 0.0042 0.0127 -0.0024
H 0.933362 1.346455 1.145716 0.0023 0.0047 0.0080
H 3.393282 1.381760 1.099622 0.0032 0.0013 -0.0007
H 4.617062 -0.257268 -0.314690 0.0029 -0.0025 -0.0073
H 3.358477 -1.894857 -1.655293 0.0075 -0.0004 0.0027
H 1.401801 -2.691259 -2.585196 0.0090 -0.0120 0.0091
H -0.108586 -1.785420 -2.413013 -0.0007 0.0168 0.0056
H 0.290287 -3.050713 -1.259506 -0.0100 0.0038 0.0252
H -0.088829 -0.432765 2.440784 -0.0434 -0.0725 0.0494
H 1.212386 -1.600125 2.622157 -0.0044 0.0134 -0.0342
H -0.066223 -1.509938 3.832232 0.0125 -0.0364 0.0103
H -0.092465 -3.987266 3.439353 -0.0073 0.0020 -0.0048
C 1.233730 4.482030 -3.828882 0.0293 -0.0625 0.1173
C 1.466112 3.078531 -4.265328 -0.2759 0.0261 -0.1419
N 0.632065 2.057817 -4.114288 0.4208 -0.2385 0.4675
C 1.251710 0.946642 -4.670470 -0.3200 0.1344 -0.0911
C 2.441732 1.313587 -5.193539 0.0407 0.0574 -0.0347
N 2.556446 2.664248 -4.932974 0.1519 -0.0020 -0.0582
H 0.503715 4.501666 -3.018586 -0.0012 0.0074 -0.0326
H 0.866718 5.082062 -4.662533 -0.0271 0.0116 0.0074
H 2.154861 4.930073 -3.456245 0.0146 -0.0090 -0.0269
H 0.773269 -0.016487 -4.673969 0.0302 -0.0059 0.0720
H 3.204401 0.757114 -5.706578 -0.0080 0.0082 -0.0121
H 3.334678 3.251090 -5.179573 -0.0242 -0.0073 -0.0077
```
Positions in Å, forces in eV/Å.

Properties
Gap between HOMO and LUMO (spin up / spin down) ... 7.442 / 6.672 eV
Expectation value of S² ... 0.76
Strongest force on any atom ... 0.67 eV/A
Multiplicity ... 2
Electronic energy ... -1689.43076 Ha

---

(3)
Formula: C27H29BF3N5O5S6Tc
Source: OMol25
Level of theory: the ωB97M-V functional and the def2-TZVPD basis

```
77
Properties=species:S:1:pos:R:3:forces:R:3
Tc -0.860318 -0.601909 -0.809302 0.0902 0.1619 0.0183
S 1.574348 -0.999927 -4.250873 0.0212 0.0137 0.0043
C 1.366593 -1.983383 -2.903017 -0.0573 -0.0311 0.0050
S -0.390993 -2.038009 -2.745425 0.0056 -0.0180 -0.0127
S 2.462171 -2.743702 -1.959964 0.0462 -0.0018 -0.0422
C 1.061997 1.633929 2.753476 -0.0186 0.0222 0.0358
N 0.167284 0.549868 3.125771 -0.0040 0.0548 0.0385
C 0.333945 -0.263364 4.223383 0.0058 -0.0423 -0.0019
C -0.659195 -1.178224 4.176882 0.0274 -0.0031 -0.0406
N -1.430391 -0.932004 3.061871 0.0029 0.0710 0.0673
B -2.628442 -1.910182 2.701436 -0.0382 0.0113 0.0054
N -3.695494 -1.143261 1.879720 -0.0311 -0.0079 -0.0043
C -4.610005 -0.271321 2.423961 -0.0025 0.0013 0.0151
C -5.279658 0.327307 1.414570 0.0032 0.0007 0.0129
N -4.767505 -0.191442 0.245737 0.0102 -0.0144 -0.0053
C -5.118799 0.223707 -1.102345 -0.0041 -0.0161 0.0006
C -3.800808 -1.076815 0.548645 -0.0013 0.0739 -0.0247
S -2.891991 -1.932707 -0.652296 0.0029 -0.0610 0.0089
C -0.917906 0.131819 2.429260 0.0524 -0.0953 -0.0917
S -1.448410 0.919972 0.974926 -0.0139 -0.0750 -0.0958
H 1.070480 2.393504 3.533675 0.0083 0.0037 0.0008
H 0.707021 2.073297 1.824942 0.0063 -0.0012 0.0038
H 2.072466 1.249675 2.607773 -0.0150 0.0033 0.0039
H 1.131201 -0.113955 4.929339 0.0044 -0.0045 -0.0032
H -0.890839 -1.989532 4.843210 -0.0072 -0.0017 0.0002
H -3.115140 -2.239166 3.754369 -0.0082 0.0028 0.0156
H -2.213551 -2.838026 2.067165 0.0072 -0.0047 0.0021
H -4.705761 -0.158525 3.488703 0.0013 -0.0009 0.0015
H -6.068087 1.057687 1.416725 -0.0011 0.0025 -0.0010
H -5.910100 0.966081 -1.032165 0.0025 0.0023 0.0016
H -5.467767 -0.630735 -1.678361 -0.0082 -0.0017 0.0015
H -4.241307 0.647518 -1.589392 -0.0073 -0.0017 0.0044
F 3.897055 -4.105680 3.001711 -0.0157 -0.0131 0.0004
C 2.613488 -4.488231 2.926977 0.0179 0.0065 0.0229
F 2.118108 -4.454364 4.181185 0.0087 0.0037 -0.0142
F 2.590587 -5.767047 2.529438 -0.0002 0.0123 -0.0026
C 1.814124 -3.596811 2.016027 0.0001 -0.0234 -0.0080
C 0.692133 -4.081948 1.372781 0.0127 0.0007 -0.0249
C -0.048007 -3.218280 0.588593 0.0142 0.0181 0.0039
N 0.263859 -1.925126 0.451777 -0.0498 -0.0174 -0.0127
C 1.369130 -1.472534 1.055863 0.0275 -0.0335 0.0166
C 2.172017 -2.271894 1.843055 -0.0208 0.0281 0.0172
H 0.393812 -5.116479 1.457922 0.0016 -0.0034 0.0047
H -0.922733 -3.557328 0.055976 -0.0017 -0.0070 0.0170
H 1.621981 -0.440520 0.868087 -0.0193 0.0099 0.0228
H 3.061107 -1.859850 2.298579 0.0050 -0.0084 0.0021
O 0.434907 2.543183 -1.340153 0.0311 -0.0458 -0.0524
C 1.205357 1.626218 -1.090963 -0.0212 0.0424 0.1572
O 0.897298 0.361723 -1.085011 -0.1030 -0.0383 -0.0446
C 2.630594 1.884986 -0.697421 0.0062 0.0218 -0.0456
C 3.001953 3.177442 -0.354293 0.0041 -0.0090 -0.0004
C 4.299973 3.475830 0.068272 -0.0107 -0.0145 -0.0036
C 5.186274 2.428502 0.110207 0.0192 -0.0064 -0.0189
O 6.497409 2.444971 0.497416 -0.0012 0.0057 0.0379
C 7.005675 1.149247 0.174452 0.0011 -0.0009 0.0016
O 5.893401 0.300229 -0.079598 -0.0001 -0.0347 0.0305
C 4.819957 1.138492 -0.241656 0.0033 0.0214 -0.0142
C 3.551196 0.824096 -0.647838 -0.0011 0.0183 -0.0068
H 2.255094 3.956757 -0.422447 -0.0035 -0.0043 -0.0025
H 4.597781 4.477454 0.344525 0.0006 0.0023 -0.0016
H 7.570871 0.763618 1.021222 0.0049 0.0025 -0.0148
H 7.628407 1.218471 -0.723017 -0.0109 0.0087 -0.0123
H 3.270776 -0.179655 -0.942965 0.0021 -0.0007 -0.0039
O -1.901028 0.763476 -2.066317 -0.0163 0.0347 0.0063
S -1.136240 1.281378 -3.300018 0.0548 -0.0189 0.0353
C -2.146553 0.691677 -4.695320 -0.0320 -0.0127 0.0011
C -2.858787 1.898018 -5.308114 0.0011 -0.0006 0.0048
C -3.085234 2.885210 -4.165155 0.0062 0.0024 0.0020
C -1.743607 2.970641 -3.451594 0.0011 0.0112 -0.0159
H -2.838774 -0.012332 -4.231399 0.0121 -0.0041 -0.0093
H -1.499064 0.142824 -5.376580 0.0066 0.0055 -0.0044
H -3.785192 1.596511 -5.796995 -0.0053 0.0013 0.0115
H -2.224300 2.360423 -6.067748 -0.0041 -0.0032 -0.0054
H -3.845237 2.503915 -3.478645 0.0032 0.0020 0.0018
H -3.413653 3.862962 -4.517974 0.0034 0.0007 0.0005
H -1.741982 3.373503 -2.442081 -0.0060 -0.0043 0.0060
H -0.998978 3.508148 -4.043166 -0.0057 0.0012 -0.0091
```
Positions in Å, forces in eV/Å.

Properties
Gap between HOMO and LUMO (spin up / spin down) ... 7.642 / 6.028 eV
Expectation value of S² ... 3.77
Strongest force on any atom ... 0.19 eV/A
Multiplicity ... 4
Electronic energy ... -4490.79369 Ha